Entry 1:
{"formula": "C55H74ClFNO22PS", "method": "the ωB97M-V functional and the def2-TZVPD basis", "gap_ev": 7.561, "multiplicity": 1, "charge": 0, "molar_mass_g_mol": 1218.67, "total_energy_ev": -140139.021, "elements": ["C", "C", "Cl", "C", "C", "C", "C", "C", "C", "C", "S", "C", "C", "C", "P", "O", "O", "C", "C", "F", "C", "N", "H", "H", "H", "H", "H", "H", "H", "H", "H", "H", "H", "H", "H", "H", "O", "C", "C", "C", "C", "O", "H", "H", "H", "H", "H", "H", "O", "C", "C", "C", "C", "O", "H", "H", "H", "H", "H", "H", "O", "C", "C", "C", "C", "O", "H", "H", "H", "H", "H", "H", "O", "C", "C", "C", "C", "O", "H", "H", "H", "H", "H", "H", "O", "C", "C", "C", "C", "O", "H", "H", "H", "H", "H", "H", "O", "C", "C", "C", "C", "O", "H", "H", "H", "H", "H", "H", "O", "C", "C", "C", "C", "O", "H", "H", "H", "H", "H", "H", "O", "C", "C", "C", "C", "O", "H", "H", "H", "H", "H", "H", "O", "C", "C", "C", "C", "O", "H", "H", "H", "H", "H", "H", "O", "C", "C", "C", "C", "O", "H", "H", "H", "H", "H", "H"], "xyz": [[-4.56, 2.38, 2.37], [-3.06, 2.49, 2.68], [-2.56, 1.14, 3.74], [-2.17, 2.66, 1.43], [-1.40, 1.45, 0.99], [-0.08, 1.27, 1.41], [0.64, 0.16, 1.00], [0.09, -0.79, 0.18], [-1.22, -0.66, -0.24], [-1.94, 0.46, 0.17], [-3.64, 0.62, -0.35], [-3.57, -0.23, -1.91], [-4.46, 0.15, -2.91], [-4.42, -0.53, -4.13], [-5.57, -0.04, -5.46], [-6.47, -1.43, -5.58], [-6.59, 1.01, -4.71], [-3.50, -1.55, -4.34], [-2.65, -1.87, -3.32], [-1.74, -2.87, -3.52], [-2.65, -1.25, -2.08], [-1.76, -1.68, -1.08], [-4.86, 1.37, 2.11], [-4.76, 3.07, 1.56], [-5.14, 2.74, 3.22], [-2.95, 3.39, 3.26], [-1.48, 3.48, 1.64], [-2.82, 3.00, 0.62], [0.40, 1.99, 2.06], [1.67, 0.02, 1.29], [0.67, -1.64, -0.15], [-5.16, 0.94, -2.71], [-6.82, -1.47, -6.47], [-6.89, 0.61, -3.88], [-3.47, -2.03, -5.31], [-0.97, -2.10, -1.55], [1.74, 1.21, 4.62], [1.66, 0.04, 4.85], [0.62, -0.94, 4.34], [0.80, -2.13, 5.28], [2.27, -2.03, 5.64], [2.57, -0.62, 5.63], [0.85, -1.19, 3.31], [-0.38, -0.51, 4.41], [0.54, -3.09, 4.83], [0.19, -2.00, 6.17], [2.92, -2.52, 4.91], [2.49, -2.42, 6.63], [2.84, -1.13, -1.67], [3.02, 0.00, -2.04], [4.20, 0.50, -2.84], [4.09, 2.01, -2.65], [2.60, 2.20, -2.47], [2.14, 1.00, -1.82], [4.08, 0.21, -3.88], [5.14, 0.11, -2.44], [4.50, 2.60, -3.47], [4.62, 2.31, -1.74], [2.08, 2.30, -3.42], [2.35, 3.05, -1.84], [-1.77, 5.42, 3.50], [-1.30, 6.13, 2.66], [-1.26, 7.65, 2.66], [-0.91, 7.97, 1.21], [-0.11, 6.75, 0.80], [-0.67, 5.65, 1.57], [-0.49, 7.98, 3.35], [-2.23, 8.05, 2.96], [-0.37, 8.90, 1.08], [-1.82, 8.02, 0.61], [0.95, 6.84, 1.06], [-0.19, 6.53, -0.26], [0.99, -5.20, 8.13], [0.87, -4.30, 8.91], [1.13, -4.34, 10.41], [0.44, -3.06, 10.89], [0.55, -2.16, 9.66], [0.50, -3.06, 8.53], [2.20, -4.31, 10.57], [0.71, -5.23, 10.85], [0.88, -2.62, 11.78], [-0.61, -3.27, 11.10], [1.49, -1.62, 9.63], [-0.27, -1.45, 9.58], [-12.22, -1.66, -1.69], [-11.35, -1.78, -2.50], [-10.83, -3.08, -3.10], [-9.51, -2.64, -3.73], [-9.79, -1.18, -4.07], [-10.70, -0.73, -3.05], [-11.54, -3.43, -3.85], [-10.69, -3.83, -2.33], [-9.21, -3.22, -4.60], [-8.71, -2.70, -2.99], [-10.27, -1.06, -5.04], [-8.89, -0.57, -4.04], [7.08, -0.22, -1.96], [7.53, -1.19, -1.42], [6.80, -2.48, -1.10], [7.73, -3.15, -0.09], [9.09, -2.60, -0.51], [8.82, -1.29, -1.03], [6.70, -3.06, -2.02], [5.81, -2.27, -0.69], [7.69, -4.23, -0.09], [7.49, -2.80, 0.92], [9.55, -3.20, -1.31], [9.79, -2.52, 0.31], [-0.39, 7.58, -2.15], [0.55, 7.56, -2.89], [1.16, 6.36, -3.58], [2.53, 6.89, -4.02], [2.23, 8.37, -4.21], [1.21, 8.68, -3.23], [0.53, 6.08, -4.43], [1.24, 5.52, -2.90], [2.93, 6.42, -4.92], [3.25, 6.76, -3.22], [1.84, 8.60, -5.20], [3.10, 9.00, -4.02], [0.30, -9.73, 3.38], [-0.12, -9.08, 4.30], [-0.76, -7.71, 4.24], [-0.71, -7.26, 5.70], [-0.76, -8.59, 6.44], [-0.10, -9.53, 5.58], [-1.79, -7.82, 3.88], [-0.21, -7.05, 3.58], [-1.51, -6.58, 5.99], [0.24, -6.77, 5.90], [-1.78, -8.94, 6.60], [-0.24, -8.56, 7.40], [-3.88, -3.88, -6.25], [-3.13, -4.77, -6.54], [-2.06, -5.41, -5.68], [-1.23, -6.18, -6.70], [-2.26, -6.49, -7.78], [-3.18, -5.39, -7.74], [-2.55, -6.08, -4.96], [-1.49, -4.66, -5.15], [-0.74, -7.07, -6.31], [-0.46, -5.52, -7.11], [-2.81, -7.41, -7.57], [-1.83, -6.56, -8.77], [5.36, 5.85, -3.64], [6.36, 6.01, -3.01], [7.50, 6.96, -3.32], [8.62, 6.43, -2.42], [7.84, 5.81, -1.27], [6.61, 5.35, -1.86], [7.20, 7.97, -3.04], [7.76, 6.93, -4.37], [9.34, 7.18, -2.10], [9.17, 5.65, -2.95], [7.59, 6.54, -0.50], [8.35, 4.97, -0.81]]}

---

Entry 2:
{"formula": "C55H75N3O5SSiW", "method": "the ωB97M-V functional and the def2-TZVPD basis", "gap_ev": [6.258, 6.222], "multiplicity": 1, "charge": 0, "molar_mass_g_mol": 1102.21, "total_energy_ev": -93500.252, "relative_energy_ev": 0.444, "elements": ["W", "C", "O", "C", "C", "C", "C", "C", "C", "C", "C", "C", "C", "C", "C", "C", "C", "C", "C", "C", "C", "C", "C", "C", "C", "C", "C", "C", "C", "C", "C", "C", "C", "O", "C", "C", "C", "C", "C", "O", "C", "C", "C", "C", "C", "C", "O", "C", "C", "C", "C", "H", "H", "H", "H", "H", "H", "H", "H", "H", "H", "H", "H", "H", "H", "H", "H", "H", "H", "H", "H", "H", "H", "H", "H", "H", "H", "H", "H", "H", "H", "H", "H", "H", "H", "H", "H", "H", "H", "H", "H", "H", "H", "H", "H", "H", "H", "H", "H", "H", "H", "H", "H", "H", "H", "H", "H", "H", "H", "C", "Si", "C", "C", "C", "C", "H", "H", "H", "H", "H", "H", "H", "H", "H", "O", "C", "N", "C", "N", "C", "S", "N", "C", "H", "H", "H", "H", "H", "H", "H", "H"], "xyz": [[0.12, 0.41, -1.55], [1.28, -0.28, 3.62], [0.88, -0.47, 2.27], [1.48, -1.54, 1.67], [2.81, -1.47, 1.29], [3.65, -0.22, 1.45], [3.02, 1.16, 1.41], [3.37, 2.06, 2.41], [2.98, 3.40, 2.39], [2.28, 3.83, 1.26], [1.92, 2.95, 0.24], [1.34, 3.49, -1.03], [0.14, 2.83, -1.67], [-0.15, 3.27, -2.97], [-1.38, 3.10, -3.58], [-2.29, 2.32, -2.89], [-2.02, 1.75, -1.65], [-3.04, 0.83, -1.01], [-2.71, -0.67, -0.96], [-3.55, -1.64, -1.52], [-3.41, -2.98, -1.18], [-2.48, -3.30, -0.17], [-1.63, -2.37, 0.38], [-0.78, -2.68, 1.60], [0.72, -2.69, 1.40], [1.38, -3.83, 0.95], [2.76, -3.84, 0.70], [3.43, -2.63, 0.82], [3.48, -5.16, 0.40], [4.98, -4.95, 0.18], [2.90, -5.84, -0.85], [3.30, -6.10, 1.60], [-1.66, -1.07, -0.15], [-0.72, -0.15, 0.15], [-4.21, -4.10, -1.84], [-3.22, -5.00, -2.59], [-5.23, -3.56, -2.84], [-4.95, -4.93, -0.79], [-0.89, 2.25, -0.88], [-0.98, 2.45, 0.47], [-1.52, 3.72, 0.79], [-1.64, 3.71, -4.95], [-1.63, 5.24, -4.84], [-2.99, 3.28, -5.51], [-0.53, 3.27, -5.92], [2.22, 1.60, 0.36], [1.81, 0.71, -0.58], [3.35, 4.32, 3.55], [4.87, 4.34, 3.76], [2.88, 5.76, 3.31], [2.67, 3.80, 4.83], [2.34, -0.51, 3.77], [0.69, -0.92, 4.29], [1.11, 0.77, 3.87], [4.40, -0.26, 0.65], [4.22, -0.30, 2.38], [3.97, 1.69, 3.23], [2.01, 4.87, 1.15], [2.13, 3.49, -1.79], [1.08, 4.54, -0.87], [0.64, 3.80, -3.49], [-3.24, 2.07, -3.35], [-3.99, 0.95, -1.52], [-3.18, 1.14, 0.03], [-4.33, -1.32, -2.20], [-2.43, -4.32, 0.20], [-1.09, -3.65, 1.99], [-1.01, -1.93, 2.36], [0.79, -4.73, 0.79], [4.49, -2.58, 0.60], [5.17, -4.30, -0.68], [5.46, -5.91, -0.01], [5.46, -4.51, 1.06], [3.12, -5.27, -1.75], [1.82, -5.95, -0.79], [3.34, -6.84, -0.96], [3.68, -5.64, 2.51], [3.85, -7.04, 1.43], [2.25, -6.36, 1.75], [-2.65, -4.43, -3.33], [-3.75, -5.81, -3.11], [-2.49, -5.45, -1.91], [-4.74, -3.01, -3.65], [-5.95, -2.89, -2.36], [-5.78, -4.39, -3.29], [-4.26, -5.44, -0.11], [-5.56, -5.69, -1.28], [-5.61, -4.30, -0.19], [-0.85, 4.53, 0.47], [-1.62, 3.75, 1.87], [-2.50, 3.87, 0.32], [-2.41, 5.59, -4.16], [-1.80, 5.70, -5.82], [-0.67, 5.61, -4.46], [-3.81, 3.60, -4.87], [-3.04, 2.19, -5.63], [-3.14, 3.73, -6.50], [0.46, 3.61, -5.59], [-0.70, 3.69, -6.92], [-0.49, 2.18, -5.99], [5.37, 4.68, 2.85], [5.25, 3.35, 4.01], [5.13, 5.02, 4.57], [3.33, 6.19, 2.41], [3.17, 6.38, 4.16], [1.79, 5.82, 3.21], [3.02, 2.80, 5.08], [1.59, 3.75, 4.70], [2.89, 4.46, 5.68], [-1.85, 0.00, -7.43], [-2.40, -0.82, -5.84], [-2.29, -2.66, -6.11], [-4.18, -0.34, -5.49], [-1.37, -0.33, -4.43], [-0.73, 0.02, -3.44], [-2.34, -0.51, -8.27], [-0.77, -0.09, -7.56], [-2.12, 1.05, -7.47], [-3.16, -3.03, -6.65], [-2.23, -3.20, -5.16], [-1.40, -2.91, -6.69], [-4.69, -0.03, -6.41], [-4.23, 0.49, -4.78], [-4.74, -1.18, -5.07], [0.46, -3.89, -2.06], [0.58, -2.72, -1.88], [0.75, -1.55, -1.73], [3.35, -2.77, -3.01], [3.02, -1.47, -3.58], [3.24, -0.27, -3.05], [2.18, 1.02, -3.47], [4.22, -0.05, -2.17], [5.39, -0.88, -1.89], [2.72, -3.51, -3.51], [3.10, -2.80, -1.94], [4.39, -3.05, -3.16], [2.20, -1.45, -4.17], [4.21, 0.89, -1.81], [5.95, -1.11, -2.80], [5.12, -1.80, -1.38], [6.04, -0.31, -1.23]]}

---

Entry 3:
{"formula": "C55H94O24", "method": "the ωB97M-V functional and the def2-TZVPD basis", "gap_ev": 5.606, "multiplicity": 1, "charge": 0, "molar_mass_g_mol": 1139.33, "total_energy_ev": -107695.533, "relative_energy_ev": 4.605, "elements": ["C", "O", "C", "O", "O", "C", "H", "H", "H", "H", "H", "H", "C", "C", "C", "O", "C", "H", "H", "H", "H", "H", "H", "H", "H", "C", "C", "C", "O", "C", "H", "H", "H", "H", "H", "H", "H", "H", "C", "C", "C", "O", "C", "H", "H", "H", "H", "H", "H", "H", "H", "C", "C", "C", "O", "C", "H", "H", "H", "H", "H", "H", "H", "H", "C", "C", "C", "O", "C", "H", "H", "H", "H", "H", "H", "H", "H", "O", "C", "O", "C", "C", "C", "H", "H", "H", "H", "H", "H", "O", "C", "O", "C", "C", "C", "H", "H", "H", "H", "H", "H", "O", "C", "O", "C", "C", "C", "H", "H", "H", "H", "H", "H", "O", "C", "O", "C", "C", "C", "H", "H", "H", "H", "H", "H", "O", "C", "O", "C", "C", "C", "H", "H", "H", "H", "H", "H", "O", "C", "O", "C", "C", "C", "H", "H", "H", "H", "H", "H", "O", "C", "O", "C", "C", "C", "H", "H", "H", "H", "H", "H", "O", "C", "O", "C", "C", "C", "H", "H", "H", "H", "H", "H"], "xyz": [[-4.09, -6.92, -1.32], [-3.39, -5.67, -1.10], [-3.91, -4.84, -0.22], [-5.03, -4.85, 0.27], [-3.02, -3.94, 0.15], [-3.28, -2.88, 1.04], [-5.16, -6.85, -1.50], [-4.01, -7.55, -0.43], [-3.69, -7.47, -2.18], [-4.20, -2.34, 0.80], [-2.48, -2.13, 1.12], [-3.45, -3.23, 2.06], [3.20, 0.35, -5.06], [2.95, 0.56, -3.60], [3.61, -0.68, -2.96], [3.36, -1.70, -3.98], [2.81, -1.09, -5.15], [4.24, 0.48, -5.35], [2.54, 1.01, -5.64], [1.88, 0.51, -3.39], [3.30, 1.54, -3.27], [3.03, -1.03, -2.11], [4.68, -0.54, -2.79], [1.74, -1.23, -5.27], [3.33, -1.60, -5.96], [-7.05, 0.98, 3.50], [-5.59, 0.78, 3.08], [-5.63, -0.26, 1.93], [-6.96, -0.18, 1.53], [-7.82, 0.03, 2.71], [-7.38, 1.98, 3.21], [-7.02, 0.86, 4.58], [-4.86, 0.60, 3.87], [-5.28, 1.73, 2.65], [-5.43, -1.27, 2.31], [-4.95, -0.01, 1.12], [-7.95, -0.94, 3.20], [-8.82, 0.38, 2.48], [1.72, -5.18, -2.60], [0.62, -5.55, -1.65], [-0.28, -4.40, -1.59], [0.55, -3.26, -1.70], [1.65, -3.63, -2.54], [1.68, -5.72, -3.55], [2.66, -5.58, -2.24], [1.06, -5.74, -0.67], [0.22, -6.46, -2.09], [-0.90, -4.26, -0.70], [-0.98, -4.23, -2.41], [2.53, -3.24, -2.02], [1.60, -3.23, -3.56], [3.79, -0.60, 4.27], [3.87, 0.80, 3.69], [2.98, 1.52, 4.77], [2.02, 0.60, 5.24], [2.27, -0.73, 4.70], [4.43, -0.71, 5.14], [4.10, -1.40, 3.60], [3.39, 0.76, 2.72], [4.90, 1.13, 3.62], [2.47, 2.38, 4.34], [3.58, 1.85, 5.62], [1.58, -0.76, 3.86], [2.20, -1.56, 5.40], [-0.18, 2.60, 3.55], [-1.61, 2.14, 3.54], [-2.32, 3.40, 4.08], [-1.56, 4.44, 3.40], [-0.25, 3.93, 2.90], [0.52, 1.92, 3.07], [0.12, 2.80, 4.58], [-1.69, 1.27, 4.19], [-2.15, 2.02, 2.59], [-2.23, 3.41, 5.17], [-3.40, 3.36, 3.98], [0.63, 4.53, 3.14], [-0.33, 3.83, 1.82], [-0.59, 4.67, -1.31], [-1.77, 4.56, -0.92], [-2.27, 5.27, 0.15], [-3.61, 4.94, 0.46], [-3.93, 3.73, -0.41], [-2.90, 3.74, -1.53], [-4.20, 5.81, 0.18], [-3.68, 4.65, 1.51], [-4.93, 3.94, -0.77], [-3.98, 2.78, 0.11], [-3.20, 4.30, -2.41], [-2.57, 2.74, -1.81], [6.29, -4.27, -1.23], [5.38, -3.72, -0.56], [5.30, -2.38, -0.40], [4.39, -2.03, 0.68], [3.46, -3.23, 0.75], [4.37, -4.39, 0.27], [3.78, -1.14, 0.52], [4.97, -1.87, 1.59], [2.54, -3.07, 0.19], [3.11, -3.32, 1.78], [3.83, -5.19, -0.25], [4.89, -4.87, 1.10], [-0.33, -2.86, 3.04], [-0.20, -4.08, 2.95], [-1.18, -4.91, 3.43], [-1.10, -6.26, 2.86], [-0.26, -6.03, 1.64], [0.74, -5.01, 2.14], [-2.10, -6.57, 2.58], [-0.60, -6.84, 3.64], [-0.90, -5.64, 0.84], [0.29, -6.89, 1.26], [1.23, -4.41, 1.37], [1.53, -5.41, 2.78], [3.63, 2.00, -0.55], [4.79, 1.86, -0.19], [5.63, 1.00, -0.61], [6.91, 1.19, -0.03], [6.61, 2.12, 1.19], [5.34, 2.84, 0.80], [7.74, 1.49, -0.67], [7.13, 0.17, 0.27], [7.38, 2.86, 1.36], [6.47, 1.52, 2.08], [5.63, 3.76, 0.29], [4.78, 3.02, 1.71], [3.12, 4.87, 2.59], [3.11, 5.59, 1.58], [4.06, 6.51, 1.40], [3.94, 7.07, 0.13], [3.09, 6.12, -0.67], [2.15, 5.56, 0.42], [4.86, 7.29, -0.41], [3.30, 7.95, 0.06], [3.70, 5.36, -1.16], [2.55, 6.64, -1.46], [1.86, 4.53, 0.17], [1.41, 6.29, 0.73], [-2.62, 0.17, 0.44], [-1.39, 0.34, 0.16], [-0.91, 1.55, -0.04], [0.46, 1.69, -0.10], [0.97, 0.28, 0.12], [-0.24, -0.67, 0.03], [0.78, 2.40, 0.66], [0.87, 2.17, -0.99], [1.30, 0.25, 1.16], [1.82, 0.09, -0.54], [-0.38, -1.37, 0.86], [-0.36, -1.27, -0.87], [-6.60, 2.20, -3.09], [-5.92, 1.21, -2.87], [-4.73, 0.98, -3.50], [-4.00, -0.12, -3.00], [-5.07, -0.93, -2.32], [-6.11, 0.05, -1.85], [-3.18, 0.08, -2.30], [-3.53, -0.72, -3.78], [-4.78, -1.66, -1.56], [-5.47, -1.59, -3.09], [-5.93, 0.46, -0.86], [-7.15, -0.27, -1.97], [-0.25, 0.30, -7.08], [-0.52, 1.07, -6.16], [-0.70, 0.64, -4.86], [-1.00, 1.71, -3.94], [-0.48, 2.92, -4.68], [-0.58, 2.61, -6.19], [-0.53, 1.52, -2.98], [-2.09, 1.79, -3.84], [0.56, 3.12, -4.40], [-1.08, 3.75, -4.30], [0.03, 3.08, -6.96], [-1.60, 2.77, -6.53]]}